1.
{"formula": "C16H10Br2INO", "method": "ωB97M-V/def2-TZVPD", "lumo_energy_ev": -0.40, "e_homo_ha": -0.279, "de_lowest_ev": 0.000, "spin_multiplicity": 1, "smiles": "C=c1[nH]c2ccc(I)cc2/c1=C/c1cc(Br)c(O)c(Br)c1", "species": ["Br", "Br", "I", "O", "C", "C", "C", "C", "C", "C", "C", "C", "C", "C", "C", "C", "C", "C", "C", "C", "N", "H", "H", "H", "H", "H", "H", "H", "H", "H", "H"], "coordinates": [[-0.62483, 6.20637, 0.34359], [1.41978, 3.02242, -3.96604], [3.00658, -2.36015, 5.59288], [0.09281, 5.34486, -2.60250], [-1.30674, -0.04686, -0.87357], [-0.42490, -0.60511, 0.00774], [1.05553, 1.21194, 1.08645], [0.55436, -0.04746, 0.96341], [1.27008, -3.55509, 3.25489], [0.39122, 3.53865, 0.57215], [1.12250, 2.10648, -1.22473], [1.66012, -1.19593, 3.01992], [0.49908, -3.54585, 2.04631], [0.09861, 4.56393, -0.33686], [0.92946, 3.16898, -2.13301], [1.80655, -2.36994, 3.72552], [0.40810, 4.39282, -1.69041], [0.86281, 2.31200, 0.12055], [0.87886, -1.16026, 1.85638], [0.32799, -2.33150, 1.36812], [-0.43901, -1.99810, 0.26206], [0.20128, 4.99063, -3.50254], [-1.96336, -0.68580, -1.43656], [-1.30122, 1.01052, -0.98182], [1.70536, 1.39622, 1.94053], [1.38931, -4.43090, 3.86425], [0.22205, 3.71808, 1.63929], [1.50375, 1.14330, -1.51566], [2.15103, -0.32703, 3.45182], [0.05377, -4.42902, 1.63615], [-1.14646, -2.63373, -0.08383]], "atomic_forces_ev_per_a": [[0.3, -0.6, -0.5], [-0.1, -0.2, 0.3], [-0.9, 0.0, -1.4], [0.0, 0.3, 0.4], [1.7, -0.8, 1.5], [-1.7, -0.5, -1.1], [-0.2, -1.2, -0.3], [0.3, 1.4, 0.3], [-1.0, 0.3, -1.1], [-0.3, 0.9, -0.2], [0.1, 1.2, -0.8], [0.0, 0.7, 0.0], [0.8, 0.7, 0.8], [0.5, -0.2, 0.5], [0.3, -0.9, 1.3], [0.7, -0.3, 0.7], [-0.7, 0.0, -0.9], [-0.3, -0.2, 0.5], [1.5, 0.2, 1.4], [-0.4, -0.2, 0.6], [0.1, -0.7, -0.3], [0.1, 0.1, 0.3], [-0.2, 0.1, -0.1], [-0.2, 0.5, -0.3], [-0.1, 0.1, -0.1], [-0.1, -0.5, -0.2], [0.0, -0.2, -0.5], [0.1, -0.1, -0.4], [-0.3, 0.1, -0.4], [-0.1, -0.5, 0.1], [0.2, 0.5, -0.1]], "nbo_charge": [0.080, 0.069, 0.083, -0.657, -0.460, 0.158, -0.136, -0.076, -0.229, -0.192, -0.185, -0.232, -0.254, -0.115, -0.144, -0.108, 0.247, -0.093, -0.029, 0.173, -0.584, 0.492, 0.205, 0.215, 0.214, 0.231, 0.236, 0.240, 0.224, 0.219, 0.406]}

=====

2.
{"formula": "C2H6ClNS", "method": "ωB97M-V/def2-TZVPD", "lumo_energy_ev": 0.64, "e_homo_ha": -0.334, "de_lowest_ev": 1.029, "spin_multiplicity": 1, "smiles": "C[C@@](N)(S)Cl", "species": ["C", "C", "N", "S", "Cl", "H", "H", "H", "H", "H", "H"], "coordinates": [[0.37553, 0.53567, 1.22372], [-0.15886, -0.04837, -0.04252], [-0.68485, 0.74693, -1.05800], [1.31992, -1.39831, -0.78457], [-1.55099, -1.19104, 0.63109], [0.38183, -0.20540, 2.07816], [1.40464, 0.66300, 1.05853], [-0.19535, 1.31874, 1.56040], [-1.30111, 0.31612, -1.72472], [0.02078, 1.35169, -1.45327], [0.38845, -2.08904, -1.48882]], "atomic_forces_ev_per_a": [[1.0, -3.0, 0.4], [-0.8, -3.5, 0.0], [0.3, 0.5, 1.1], [-1.8, 1.2, 0.7], [0.7, 0.7, -1.2], [-0.2, 0.5, -1.3], [1.5, 1.3, 0.0], [-1.0, 2.3, 0.5], [0.2, -0.3, -0.1], [-0.1, 0.0, -0.2], [0.3, 0.2, 0.2]], "nbo_charge": [-0.698, 0.270, -0.865, -0.215, -0.133, 0.252, 0.227, 0.234, 0.402, 0.392, 0.134]}

=====

3.
{"formula": "C3H10OS2", "method": "ωB97M-V/def2-TZVPD", "lumo_energy_ev": 0.71, "e_homo_ha": -0.322, "de_lowest_ev": 0.182, "spin_multiplicity": 1, "smiles": "CCSSC.O", "species": ["C", "C", "S", "S", "C", "H", "H", "H", "H", "H", "H", "H", "H", "H", "H", "O"], "coordinates": [[0.08067, -0.70858, -2.40921], [-1.21236, -1.34083, -1.89254], [-1.19365, -1.60683, -0.10180], [-2.05357, 0.02299, 0.73254], [-0.73619, 1.25679, 0.84884], [0.95682, -0.98350, -1.81836], [-0.07028, 0.38295, -2.41476], [0.22644, -0.97932, -3.46276], [-2.08497, -0.75695, -2.19171], [-1.40727, -2.30632, -2.35423], [-1.07238, 2.22328, 0.49049], [-0.45975, 1.32976, 1.90413], [0.13644, 0.93076, 0.30525], [3.59757, 1.09350, 4.51442], [2.50333, 0.26413, 3.84744], [2.78914, 1.17816, 4.00226]], "atomic_forces_ev_per_a": [[-0.6, 0.5, -0.6], [0.0, 0.0, -0.3], [-0.1, -0.3, 0.1], [-0.3, 0.1, -0.3], [0.2, -0.1, 0.8], [-0.1, 0.0, -0.1], [0.4, -0.3, 0.2], [0.2, -0.1, 0.2], [0.1, 0.2, 0.3], [0.3, -0.3, 0.2], [-0.1, 0.0, -0.1], [0.0, 0.2, -0.2], [0.1, -0.1, -0.3], [0.1, 0.0, 0.0], [0.1, 0.4, 0.1], [-0.2, -0.4, -0.1]], "nbo_charge": [-0.625, -0.553, 0.092, 0.082, -0.760, 0.217, 0.209, 0.212, 0.228, 0.220, 0.224, 0.222, 0.232, 0.468, 0.469, -0.937]}

=====

4.
{"formula": "H58O29", "method": "ωB97M-V/def2-TZVPD", "lumo_energy_ev": -0.07, "e_homo_ha": -0.411, "de_lowest_ev": 1.157, "spin_multiplicity": 1, "species": ["O", "H", "H", "O", "H", "H", "O", "H", "H", "O", "H", "H", "O", "H", "H", "O", "H", "H", "O", "H", "H", "O", "H", "H", "O", "H", "H", "O", "H", "H", "O", "H", "H", "O", "H", "H", "O", "H", "H", "O", "H", "H", "O", "H", "H", "O", "H", "H", "O", "H", "H", "O", "H", "H", "O", "H", "H", "O", "H", "H", "O", "H", "H", "O", "H", "H", "O", "H", "H", "O", "H", "H", "O", "H", "H", "O", "H", "H", "O", "H", "H", "O", "H", "H", "O", "H", "H"], "coordinates": [[-0.04969, -3.81754, -0.38778], [0.81331, -4.24084, -0.17584], [-0.02034, -2.88540, -0.01258], [3.84799, 1.83409, 2.63825], [3.85410, 2.30543, 1.80629], [4.01058, 0.99766, 2.19949], [-2.42098, 2.88550, -0.89764], [-1.83284, 3.35223, -0.32104], [-3.16011, 2.41150, -0.44399], [0.37716, -0.04276, -0.26135], [0.32422, 0.10814, -1.21062], [1.08050, -0.71015, -0.18474], [-4.43779, 1.38976, 0.86011], [-4.68906, 1.53470, 1.75747], [-4.10980, 0.49036, 0.75192], [2.32430, -2.09570, 1.21633], [2.96086, -1.41271, 1.11008], [1.83853, -1.86362, 2.01808], [2.37274, -4.85012, 0.51497], [2.63892, -5.31154, 1.27372], [2.44373, -3.89315, 0.83197], [4.68778, 2.51100, -0.98493], [5.56875, 2.88658, -0.79578], [4.06007, 3.24582, -1.15679], [-3.48654, 2.48656, 3.61200], [-3.59558, 3.43011, 3.57102], [-2.67873, 2.12800, 4.00047], [-2.38392, -0.62460, 0.21112], [-1.56865, -0.27412, -0.13320], [-2.69893, -1.13933, -0.53451], [4.58593, -2.52318, -1.70959], [4.86755, -3.25009, -1.21636], [3.63234, -2.55703, -1.62026], [-1.61991, 0.79025, 4.84889], [-0.71544, 1.03854, 4.68617], [-1.81134, -0.05735, 4.40386], [-1.40653, 3.50344, 1.73640], [-1.83699, 4.09609, 2.38322], [-1.89133, 2.67557, 1.95274], [-3.79760, 0.64445, -4.23940], [-3.12170, 0.50511, -3.58532], [-4.53427, 1.08811, -3.75479], [2.55338, 4.60206, -1.33051], [2.21285, 4.23413, -0.51227], [2.00060, 4.14863, -2.00366], [1.37349, 1.17569, 4.42098], [1.88416, 1.51445, 5.17401], [1.91655, 1.35524, 3.66974], [-3.59405, -2.53020, -2.46468], [-4.19715, -2.83562, -3.16977], [-3.58689, -3.19736, -1.75498], [-2.42741, 3.71852, -4.19126], [-2.61042, 3.86043, -3.25368], [-3.08000, 3.08144, -4.42306], [0.15819, 3.22742, -2.92345], [-0.27721, 3.31605, -3.78464], [-0.49461, 2.86376, -2.31043], [-2.25427, -1.40346, 3.42361], [-2.54801, -1.00769, 2.65892], [-2.31737, -2.35265, 3.27286], [2.29967, 1.22879, -3.02725], [3.05163, 1.79282, -2.70042], [1.56550, 1.88453, -2.94498], [0.88971, -1.73387, 3.74578], [0.95290, -0.96886, 4.30873], [-0.06863, -1.67108, 3.50585], [1.70239, 2.88858, 0.74430], [0.97012, 3.28876, 1.22579], [1.36316, 2.11881, 0.23586], [-0.88609, 0.25927, -2.97035], [-0.87499, -0.57102, -3.46911], [-0.59241, 0.99691, -3.56562], [-1.20379, -3.82739, 2.46250], [-0.48193, -4.17283, 2.98617], [-0.82870, -3.89187, 1.51887], [4.60269, -0.34379, -0.11969], [4.94455, -0.96445, -0.74945], [4.62538, 0.55533, -0.45914], [2.08279, -1.54259, -1.91517], [2.49287, -0.65519, -2.03975], [1.42061, -1.65787, -2.63253], [-2.80026, -4.94628, -0.69455], [-3.45042, -5.20544, -0.05329], [-1.94755, -4.87773, -0.24852], [-0.84144, -2.64548, -3.12363], [-1.78019, -2.85017, -2.88264], [-0.34068, -3.04844, -2.39357]], "atomic_forces_ev_per_a": [[-0.2, 1.4, 0.9], [-0.3, 0.2, 0.0], [0.3, -1.5, -0.8], [0.0, -0.4, -0.3], [-0.4, 1.4, -0.2], [0.3, -1.1, 0.6], [-0.9, -0.8, -1.6], [-0.1, 0.2, 1.3], [1.0, 0.7, 0.3], [0.2, 0.2, 0.4], [-0.2, 0.0, -0.5], [-0.1, 0.1, 0.0], [0.1, 0.2, -1.5], [0.0, 0.0, 1.1], [0.2, 0.0, 0.2], [-1.1, -1.0, 0.0], [1.3, 1.0, -0.6], [-0.2, 0.0, 0.6], [-0.4, 2.7, -0.9], [0.5, -1.4, 1.6], [0.1, -1.0, -0.6], [0.2, 0.1, 0.1], [-0.8, -0.1, -0.3], [0.4, 0.1, 0.2], [-1.0, -0.8, -0.9], [0.5, 0.3, 0.5], [0.3, 0.2, 0.7], [-0.9, -0.5, 0.3], [1.1, 0.5, 0.1], [-0.4, -0.2, -0.2], [0.0, 1.3, -1.0], [1.0, -1.9, 1.2], [-0.8, 0.4, -0.3], [-0.9, 0.3, 0.1], [0.8, -0.1, -0.2], [0.2, 0.2, 0.2], [-0.7, -0.3, 0.9], [0.6, -0.1, -0.6], [0.4, 0.4, -0.4], [-1.5, 0.9, 0.0], [0.7, -0.2, 0.7], [0.9, -0.7, -0.5], [0.1, -0.5, -1.1], [-0.2, -0.3, 0.6], [0.2, 0.6, 0.4], [-0.6, -0.2, 1.4], [-0.2, -0.1, -0.3], [0.9, 0.4, -1.1], [-0.2, -0.2, -0.1], [0.4, 0.1, 0.7], [-0.1, -0.2, -0.4], [0.8, 0.7, 0.6], [0.1, 0.1, 0.2], [-0.8, -1.1, -0.6], [0.6, -0.4, 0.0], [-0.3, 0.2, 0.3], [-0.4, 0.1, -0.1], [0.9, -1.3, 2.7], [-1.0, 1.4, -3.1], [0.2, -0.2, -0.1], [0.6, 1.6, 0.9], [-0.6, -1.1, -0.5], [0.2, -0.6, -0.3], [-1.4, -0.4, -0.8], [0.6, 0.8, 0.5], [0.7, -0.4, 0.0], [0.1, -0.4, -0.6], [-0.4, -0.3, 0.0], [-0.1, 0.5, 0.7], [0.2, 1.2, -0.5], [0.1, -0.2, 0.0], [-0.4, -1.2, 0.6], [0.6, -0.2, -2.2], [0.2, -0.1, 0.4], [-0.9, 0.1, 1.7], [-0.7, 0.8, 1.6], [0.2, -0.7, -1.0], [0.2, 0.2, -0.4], [-0.4, 0.3, -0.5], [-0.5, -0.6, -0.3], [0.7, 0.3, 0.5], [0.1, 0.4, -0.7], [-0.3, -0.3, 0.6], [0.1, 0.1, 0.0], [-0.4, -0.3, 0.5], [0.7, 0.4, -0.4], [-0.1, 0.0, -0.2]], "mulliken_charge": [-0.679, 0.384, 0.238, -0.688, 0.305, 0.343, -0.507, 0.318, 0.247, 0.404, 0.054, -0.072, -0.663, 0.292, 0.305, -0.488, 0.088, 0.328, -0.670, 0.306, 0.390, -0.644, 0.261, 0.363, -0.565, 0.266, 0.372, -0.292, 0.159, 0.237, -0.677, 0.312, 0.347, -0.744, 0.330, 0.413, -0.601, 0.237, 0.346, -0.656, 0.325, 0.322, -0.739, 0.445, 0.287, -0.577, 0.278, 0.312, -0.591, 0.248, 0.323, -0.639, 0.308, 0.318, -0.540, 0.280, 0.220, -0.711, 0.254, 0.255, -0.645, 0.322, 0.321, -0.684, 0.305, 0.422, -0.553, 0.203, 0.295, -0.548, 0.268, 0.287, -0.629, 0.293, 0.371, -0.568, 0.316, 0.301, -0.660, 0.297, 0.239, -0.629, 0.299, 0.298, -0.686, 0.347, 0.341]}

=====

5.
{"formula": "C3H8N2O", "method": "ωB97M-V/def2-TZVPD", "lumo_energy_ev": 0.73, "e_homo_ha": -0.352, "de_lowest_ev": 2.275, "spin_multiplicity": 1, "smiles": "C=NC.NC=O", "species": ["C", "C", "N", "H", "H", "H", "H", "H", "C", "N", "O", "H", "H", "H"], "coordinates": [[-1.01169, 1.74765, -0.31340], [-1.86339, -0.07857, 0.77967], [-0.88928, 0.34976, 0.07974], [-0.78695, 1.89972, -1.35190], [-2.07053, 1.99835, -0.13303], [-0.28889, 2.42461, 0.15113], [-2.14373, -1.18341, 0.80719], [-2.49731, 0.53750, 1.47999], [2.05849, -1.90210, -0.00089], [1.69761, -0.79608, -0.72102], [1.31357, -2.68680, 0.51608], [3.21945, -1.90170, 0.00551], [2.44909, -0.06987, -0.84850], [0.81356, -0.33909, -0.45056]], "atomic_forces_ev_per_a": [[-0.3, 0.5, 1.0], [0.0, -1.4, 0.7], [-1.4, -0.4, -0.4], [-0.1, -0.5, -0.8], [0.6, 0.8, -0.1], [-0.2, -0.1, 0.6], [1.1, 1.3, 0.3], [0.2, 0.0, -1.3], [1.9, 1.2, -0.5], [0.6, 1.9, 0.2], [0.0, -0.3, 0.1], [-1.3, -0.9, 0.3], [-1.0, -1.5, 0.1], [-0.1, -0.7, -0.4]], "nbo_charge": [-0.448, -0.017, -0.444, 0.212, 0.186, 0.204, 0.188, 0.148, 0.546, -0.848, -0.591, 0.074, 0.371, 0.420]}

=====

6.
{"formula": "C6H10O", "method": "ωB97M-V/def2-TZVPD", "lumo_energy_ev": 1.01, "e_homo_ha": -0.287, "de_lowest_ev": 3.699, "spin_multiplicity": 1, "smiles": "CC1=C2C[C@@H]2CO1.[H][H]", "species": ["C", "C", "O", "C", "C", "C", "C", "H", "H", "H", "H", "H", "H", "H", "H", "H", "H"], "coordinates": [[0.24652, 1.71771, -1.24606], [0.06922, 0.36621, -0.64841], [0.49093, -0.67042, -1.40814], [0.68611, -1.79901, -0.49419], [-0.05313, -1.42355, 0.77500], [0.38993, -0.34637, 1.75633], [-0.41302, 0.00603, 0.56201], [-0.06915, 1.72557, -2.29400], [1.30820, 1.98949, -1.21927], [-0.32643, 2.46177, -0.68938], [-2.67072, 1.77785, 0.14394], [0.24373, -2.67456, -0.97304], [1.76708, -1.94929, -0.39313], [-0.82668, -2.10464, 1.12975], [1.43094, -0.02848, 1.74795], [-0.06475, -0.35746, 2.74537], [-2.20879, 1.30916, 0.50528]], "atomic_forces_ev_per_a": [[0.0, 0.0, 0.0], [0.0, 0.1, 0.2], [-0.1, 0.0, -0.1], [0.1, -0.2, 0.1], [0.0, -0.2, -0.1], [0.2, 0.0, 0.2], [0.2, 0.1, -0.3], [0.0, 0.0, 0.1], [-0.1, 0.0, 0.0], [0.1, -0.2, -0.1], [-0.1, 0.1, 0.1], [0.1, 0.1, 0.1], [-0.1, 0.0, 0.0], [0.1, 0.1, -0.1], [-0.1, -0.1, 0.1], [0.0, 0.0, -0.1], [-0.2, 0.2, -0.2]], "nbo_charge": [-0.675, 0.432, -0.487, -0.078, -0.290, -0.371, -0.241, 0.237, 0.234, 0.239, -0.044, 0.200, 0.184, 0.216, 0.207, 0.216, 0.021]}